# C49H67N12O2

A 10-piece molecular cluster, C49H67N12O2 overall at a distorted geometry (ωB97M-V with the def2-TZVPD basis set, the Open Molecules 2025 dataset).

Calculated values
Spin multiplicity: 2
Molecular weight, g mol⁻¹: 856.16
Expectation value of S²: 0.7543
E_HOMO (spin up / spin down), eV: -8.101 / -8.101
LUMO level (spin up / spin down), eV: 0.09 / -0.91
Orbital gap (spin up / spin down), Ha: 0.30102 / 0.26429

Structure (XYZ):
```
130
C49H67N12O2, DFT ωB97M-V with the def2-TZVPD basis set
C -0.691 -1.070 1.399
C 0.093 -1.284 -0.015
N 0.949 -2.291 -0.048
C -0.281 -0.297 -1.223
C 0.874 0.737 -1.661
N 1.289 0.454 -3.106
C 1.811 -0.727 -3.219
O 2.419 -1.804 -3.371
C 2.133 0.824 -0.664
C 2.950 2.222 -0.799
C 4.120 2.135 0.344
C 3.746 2.312 -2.206
N 2.144 3.444 -0.461
O 2.469 4.334 -1.415
C 0.664 3.216 -0.554
C 0.022 4.681 -0.924
C -0.011 2.854 0.894
C 0.198 2.235 -1.738
H -0.089 -0.456 2.153
H -0.973 -2.106 1.840
H -1.679 -0.520 1.192
H 1.320 -2.303 -1.015
H -1.220 0.292 -0.878
H -0.668 -0.970 -2.089
H 2.928 -0.003 -0.829
H 1.852 0.744 0.458
H 4.736 1.170 0.248
H 3.599 2.134 1.384
H 4.802 3.070 0.340
H 4.284 1.287 -2.326
H 4.603 3.092 -2.189
H 3.071 2.433 -3.121
H -1.105 4.645 -0.642
H 0.471 5.527 -0.297
H 0.037 4.889 -2.057
H 0.094 1.750 1.173
H -1.151 3.044 0.777
H 0.409 3.575 1.681
H -0.951 2.189 -1.838
H 0.562 2.729 -2.726
N 6.629 5.346 1.902
C 7.015 4.914 0.661
C 8.226 4.279 0.790
C 8.582 4.324 2.160
C 7.577 4.985 2.823
H 5.780 5.849 2.107
H 6.396 5.098 -0.205
H 8.792 3.831 -0.014
H 9.475 3.916 2.612
H 7.455 5.231 3.868
N 0.760 8.688 0.291
C 1.940 8.421 -0.352
C 2.444 9.610 -0.822
C 1.538 10.632 -0.443
C 0.510 10.033 0.245
H 0.169 8.000 0.730
H 2.317 7.411 -0.421
H 3.364 9.731 -1.375
H 1.628 11.689 -0.650
H -0.375 10.447 0.703
N 1.258 -5.383 0.847
C 2.147 -6.251 0.273
C 2.033 -7.461 0.915
C 1.035 -7.319 1.909
C 0.572 -6.027 1.842
H 1.128 -4.418 0.578
H 2.783 -5.934 -0.540
H 2.605 -8.351 0.692
H 0.691 -8.078 2.598
H -0.183 -5.511 2.416
N 4.058 -10.526 -0.150
C 4.102 -11.366 -1.231
C 3.787 -12.631 -0.798
C 3.538 -12.551 0.594
C 3.710 -11.240 0.966
H 4.251 -9.537 -0.172
H 4.355 -10.992 -2.212
H 3.740 -13.516 -1.416
H 3.262 -13.362 1.252
H 3.615 -10.754 1.926
N 2.052 -13.643 3.941
C 2.495 -12.438 4.416
C 3.421 -12.684 5.400
C 3.545 -14.091 5.519
C 2.691 -14.656 4.604
H 1.363 -13.765 3.215
H 2.113 -11.511 4.015
H 3.951 -11.935 5.970
H 4.190 -14.630 6.198
H 2.482 -15.689 4.370
N -5.726 -1.261 -1.555
C -5.342 -1.689 -2.798
C -4.128 -2.320 -2.673
C -3.769 -2.276 -1.302
C -4.775 -1.619 -0.636
H -6.575 -0.761 -1.348
H -5.963 -1.507 -3.663
H -3.562 -2.764 -3.478
H -2.873 -2.681 -0.853
H -4.895 -1.375 0.409
N -9.050 -1.599 -0.719
C -9.991 -0.781 -1.287
C -11.219 -1.136 -0.785
C -11.012 -2.203 0.123
C -9.664 -2.466 0.146
H -8.061 -1.568 -0.907
H -9.705 -0.020 -1.999
H -12.163 -0.677 -1.043
H -11.765 -2.721 0.698
H -9.090 -3.193 0.701
N 3.210 11.791 1.998
C 3.444 13.126 1.808
C 3.512 13.726 3.042
C 3.317 12.714 4.014
C 3.136 11.530 3.340
H 3.108 11.106 1.263
H 3.541 13.534 0.813
H 3.684 14.777 3.226
H 3.310 12.837 5.087
H 2.960 10.527 3.699
N -11.156 3.180 -4.471
C -10.518 3.451 -5.652
C -9.792 2.340 -6.007
C -10.004 1.360 -5.006
C -10.852 1.905 -4.073
H -11.756 3.818 -3.972
H -10.635 4.410 -6.135
H -9.178 2.244 -6.890
H -9.584 0.365 -4.973
H -11.263 1.497 -3.161
```

These are the Löwdin partial charges, in e, on atoms 1 to 2: C -0.0603; C -0.3405